(1)
Here is a molecular structure, C49H47BIN8PTi from OMol25. Energies are from ωB97M-V with the def2-TZVPD basis set.

Calculated values
Multiplicity: 3
Net charge: 0
HOMO-LUMO gap (spin up / spin down) (eV): 5.426 / 7.349

Last column: Mulliken spin population.
Cartesian coordinates (Å):
Ti1 0.52833 -1.02447 0.20476  1.277
C1 -2.84406 -2.05528 -0.39645  0.066
C2 -2.53616 -1.31848 0.86158  -0.010
C3 -3.28716 -1.27615 2.03464  0.007
C4 -2.48962 -0.62946 2.95866  0.022
C5 -2.77384 -0.37581 4.39821  0.000
N1 -1.34408 -0.26923 2.34640  0.012
N2 -1.37912 -0.68764 1.04501  -0.047
B1 -0.13779 0.46022 3.00258  -0.051
N3 0.30818 1.69726 2.21771  0.017
N4 1.15053 1.54515 1.15432  -0.005
C6 1.75819 2.71383 0.99194  0.002
C7 2.72431 3.01292 -0.10565  0.002
C8 1.30934 3.63926 1.94656  0.001
C9 0.40119 2.95036 2.71448  0.002
C10 -0.40113 3.42012 3.87698  0.000
N5 1.12531 -0.43254 3.15634  0.037
N6 1.66425 -1.06406 2.08070  -0.063
C11 2.79545 -1.64049 2.48127  0.020
C12 3.58971 -2.51123 1.56682  0.027
C13 3.01270 -1.36219 3.82892  0.004
C14 1.93434 -0.58901 4.22143  0.017
C15 1.65927 -0.01991 5.57165  -0.001
H1 -3.86628 -1.85873 -0.71482  0.003
H2 -2.16176 -1.79046 -1.20403  -0.011
H3 -2.74128 -3.12641 -0.22024  0.002
H4 -4.25178 -1.71502 2.20649  0.000
H5 -3.75937 -0.76803 4.64093  -0.001
H6 -2.04331 -0.87943 5.03138  0.001
H7 -2.75511 0.68598 4.64002  0.001
H8 -0.50350 0.79302 4.08264  0.000
H9 3.64870 2.44847 -0.00085  0.001
H10 2.30715 2.78370 -1.08670  0.001
H11 2.96965 4.07414 -0.08885  0.000
H12 1.59182 4.67229 2.03408  0.000
H13 -0.41843 4.50804 3.89202  0.000
H14 -1.42851 3.06392 3.82073  0.000
H15 0.01633 3.07326 4.82188  0.000
H16 2.93769 -2.99647 0.83630  0.000
H17 4.36344 -1.95325 1.03319  0.001
H18 4.09704 -3.28966 2.13798  0.002
H19 3.82841 -1.69815 4.44136  0.001
H20 2.36129 0.78402 5.79584  0.001
H21 0.65356 0.37646 5.64655  0.000
H22 1.78460 -0.78907 6.33351  0.000
I1 3.14867 -0.26738 -1.07828  -0.043
C16 3.05552 0.45315 -3.04268  -0.010
C17 4.20219 0.08290 -3.71012  0.003
C18 4.49962 0.52639 -5.00928  0.000
C19 3.62677 1.36978 -5.61281  0.001
C20 2.42180 1.75662 -4.97237  0.000
C21 1.57695 2.62341 -5.71319  0.000
C22 0.37559 3.01985 -5.22098  0.000
C23 -0.01906 2.51918 -3.97318  -0.001
C24 0.75269 1.68624 -3.19473  0.013
P1 -0.20068 1.13459 -1.69232  -0.018
C25 -1.76841 0.67634 -2.56252  0.002
C26 -1.73588 0.04137 -3.80326  -0.001
C27 -2.90140 -0.35995 -4.43314  -0.005
C28 -4.13452 -0.11301 -3.84902  0.000
C29 -4.18252 0.52976 -2.62399  0.002
C30 -3.01286 0.90773 -1.98253  0.004
C31 -0.65427 2.74637 -0.94460  0.003
C32 -1.51963 2.73137 0.14842  0.014
C33 -1.96761 3.91149 0.71675  0.001
C34 -1.52126 5.13269 0.23627  0.000
C35 -0.60116 5.15662 -0.79907  0.000
C36 -0.17427 3.97550 -1.38427  -0.001
C37 2.06167 1.29082 -3.67240  0.012
H23 4.91741 -0.56265 -3.22288  0.000
H24 5.41242 0.20734 -5.49077  0.000
H25 3.81813 1.75909 -6.60342  0.000
H26 1.91606 2.94903 -6.68709  0.000
H27 -0.28281 3.67444 -5.77306  0.000
H28 -1.00572 2.79632 -3.61999  -0.001
H29 -0.79449 -0.14401 -4.29998  0.003
H30 -2.83911 -0.86017 -5.38934  0.000
H31 -5.04493 -0.41572 -4.34604  0.000
H32 -5.13234 0.73459 -2.14927  0.000
H33 -3.09745 1.38835 -1.02047  -0.002
H34 -1.81663 1.79062 0.59738  0.003
H35 -2.65283 3.86865 1.55220  0.000
H36 -1.87013 6.05422 0.67906  0.000
H37 -0.21516 6.09788 -1.16412  0.000
H38 0.53942 4.02795 -2.19483  0.000
C38 -1.93043 -4.38770 4.26192  0.012
C39 -0.74916 -3.67547 4.40074  -0.002
C40 -0.03165 -3.27233 3.28456  0.012
C41 -0.48954 -3.56988 2.00517  0.021
C42 -1.65466 -4.32260 1.87382  0.014
C43 -2.36856 -4.72120 2.98883  -0.007
N7 0.16379 -3.11187 0.80934  0.154
N8 0.22637 -4.09261 -0.04508  0.358
C44 0.49104 -3.63277 -1.30870  -0.073
C45 0.66589 -4.60869 -2.31235  0.062
C46 0.84459 -4.22648 -3.61553  -0.009
C47 0.86019 -2.85599 -3.91968  0.055
C48 0.70944 -1.92512 -2.91298  0.045
C49 0.51009 -2.24647 -1.55546  0.031
H39 -2.49081 -4.69850 5.13268  0.001
H40 -0.36548 -3.44230 5.38601  0.000
H41 0.90718 -2.76893 3.42307  0.004
H42 -1.98968 -4.59753 0.88343  -0.003
H43 -3.27593 -5.29616 2.85919  0.000
H44 0.64285 -5.65073 -2.02487  -0.002
H45 0.97125 -4.96577 -4.39465  0.001
H46 0.99932 -2.52880 -4.94229  0.004
H47 0.77564 -0.88168 -3.20956  0.002


(2)
Here is a molecular structure, C49H47CdCl2N8O2S from OMol25. Energies are from ωB97M-V with the def2-TZVPD basis set.

Calculated values
Multiplicity: 1
Net charge: -1
HOMO-LUMO gap (eV): 5.347

Last column: Mulliken charge in e.
Cartesian coordinates (Å):
Cd1 -0.73146 -0.18760 0.24055  3.324
C1 1.94580 1.65059 -5.94993  -1.741
C2 1.33553 0.79606 -4.87149  0.502
C3 1.91540 -0.39751 -4.46109  -1.082
C4 1.36573 -1.11802 -3.42370  0.232
C5 0.21110 -0.72555 -2.72416  -0.846
N1 -0.19419 -1.44773 -1.59172  1.036
C6 -0.36800 -2.79981 -1.75674  0.420
C7 -0.62045 -3.35310 -3.03715  -0.878
C8 -0.75680 -4.70426 -3.26992  -1.095
C9 -0.69509 -5.62957 -2.23057  0.373
C10 -0.88446 -7.10472 -2.46348  -1.639
C11 -0.51283 -5.11378 -0.95996  -0.125
C12 -0.34726 -3.75579 -0.71084  -0.528
N2 -0.13509 -3.39796 0.65123  0.517
C13 0.61813 -4.04662 1.56674  -0.243
C14 0.41608 -3.43001 2.77796  -1.449
C15 -0.49643 -2.40307 2.49937  -0.316
N3 -0.82792 -2.39894 1.21820  -0.503
C16 -0.42691 0.43311 -3.22328  0.806
C17 0.16695 1.18068 -4.24120  -0.701
N4 -1.70589 0.88838 -2.76753  0.510
C18 -2.43987 1.91015 -3.27799  -0.088
C19 -3.63132 1.94228 -2.60516  -1.201
C20 -3.54151 0.88839 -1.68481  -0.261
N5 -2.38821 0.25161 -1.79456  -0.456
H1 2.78786 1.14098 -6.41861  0.400
H2 1.22017 1.88873 -6.73032  0.361
H3 2.31343 2.59633 -5.54465  0.284
H4 2.82249 -0.75265 -4.93843  0.302
H5 1.85361 -2.02567 -3.09874  0.461
H6 -0.69453 -2.66805 -3.87084  0.445
H7 -0.93551 -5.04776 -4.28376  0.363
H8 -0.49492 -7.39955 -3.43922  0.381
H9 -0.36638 -7.69314 -1.70496  0.378
H10 -1.94032 -7.38702 -2.43331  0.289
H11 -0.50723 -5.78671 -0.10931  0.511
H12 1.26219 -4.86011 1.28649  0.503
H13 0.89879 -3.65256 3.71269  0.453
H14 -0.88416 -1.63744 3.15231  0.450
H15 -0.30080 2.09787 -4.56819  0.267
H16 -2.07716 2.55638 -4.05268  0.374
H17 -4.43415 2.64470 -2.74004  0.431
H18 -4.25223 0.57210 -0.93953  0.380
Cl1 1.27095 0.51802 4.24694  -0.268
C21 2.62937 -0.08168 3.30729  0.575
C22 3.79843 -0.49972 4.02905  -0.496
C23 4.69446 -1.35688 3.49853  -0.474
Cl2 5.99433 -2.01338 4.47840  -0.297
C24 4.45387 -1.87006 2.15051  -0.414
C25 4.71705 -3.13008 1.75958  -0.472
C26 4.23983 -3.86218 0.59350  -1.424
C27 3.34741 -3.46380 -0.33889  0.325
N6 2.99543 -2.17239 -0.61508  1.173
C28 3.78882 -0.79868 1.32373  1.139
C29 2.42984 -0.40806 1.97216  -1.114
O1 1.32172 -0.37426 1.37611  -0.350
H19 3.90989 -0.18282 5.05898  0.441
H20 5.28009 -3.73236 2.46651  0.314
H21 4.50807 -4.91228 0.56550  0.314
H22 2.87648 -4.20810 -0.97603  0.505
C30 -5.86343 -1.10546 2.43349  -0.566
C31 -5.03033 -1.58646 1.39811  -1.071
C32 -3.81613 -1.00582 1.16680  -0.381
C33 -3.35144 0.09488 1.93786  2.526
C34 -2.08038 0.70445 1.68594  -2.515
C35 -1.71500 1.74346 2.50555  0.784
C36 -2.54630 2.22332 3.54456  -1.165
C37 -3.76211 1.65115 3.77811  -0.882
C38 -4.19540 0.56585 2.97863  1.021
C39 -5.45011 -0.05738 3.20299  -0.830
H23 -6.82104 -1.57698 2.61920  0.380
H24 -5.35472 -2.42261 0.79083  0.422
H25 -3.17970 -1.39145 0.37781  0.282
H26 -0.74986 2.21866 2.37090  0.647
H27 -2.20607 3.04686 4.16337  0.409
H28 -4.40517 2.00479 4.57695  0.325
H29 -6.07614 0.31751 4.00596  0.356
C40 1.98843 6.59348 2.13501  -1.412
C41 1.00601 6.46464 1.01753  1.055
C42 0.52830 7.49588 0.26932  -0.929
C43 -0.41526 7.18221 -0.74549  1.019
N7 -0.82969 5.97007 -1.00405  -0.600
C44 -0.34794 4.91715 -0.27612  -0.631
S1 -0.75639 3.33732 -0.49146  0.050
N8 0.55912 5.22593 0.73505  0.029
C45 -0.98777 8.27622 -1.59822  -1.277
H30 2.28256 7.63130 2.26719  0.369
H31 2.87840 5.99729 1.92721  0.330
H32 1.55366 6.22768 3.06639  0.338
H33 0.84985 8.50952 0.45093  0.323
H34 0.87694 4.43040 1.27479  0.122
H35 -0.71379 9.26443 -1.23322  0.336
H36 -2.07218 8.18188 -1.62777  0.332
H37 -0.62478 8.16171 -2.62030  0.282
C46 3.21299 2.96474 -2.05061  -1.202
C47 2.95756 2.29923 -0.70824  -0.264
O2 2.67028 0.92600 -0.82369  0.354
C48 3.80500 0.12531 -1.04844  -2.331
C49 3.85896 -1.11446 -0.16458  -0.784
H38 3.52961 4.00217 -1.91335  0.490
H39 2.30744 2.94714 -2.65628  0.078
H40 4.00076 2.44072 -2.59630  0.382
H41 2.07657 2.72811 -0.23048  -0.174
H42 3.81833 2.44335 -0.03747  0.464
H43 4.70807 0.70882 -0.82382  0.837
H44 3.85237 -0.17968 -2.09983  0.221
H45 4.42118 0.08981 1.48447  0.596
H46 4.87518 -1.49697 -0.33206  0.706
H47 2.01539 -1.94461 -0.76448  -0.930


It is found that the relative energy (zero: lowest compared OMol25 entry of this formula, charge and spin) values, taken in the order of the records, are 0.000; 2.298 eV.
It is found that the M values, taken in the order of the records, are 964.5; 995.4 u.